DFT (wB97M-V/def2-TZVPD) results for a cluster of 2 separate species, C3H10N3 in total.

Results
E_LUMO = -3.0 eV
total charge = +1
HOMO = -12.7 eV

```
16
Properties=species:S:1:pos:R:3:forces:R:3:lowdin_charge:R:1
C -1.9736 0.6091 0.3043 1.220 -0.630 -0.023 -0.16
C -0.6246 0.5738 0.1030 -2.654 0.346 1.128 -0.13
N -0.0590 0.3888 -1.2000 0.641 1.100 0.338 0.16
N -2.6519 0.3390 1.4695 -0.906 -0.008 -0.764 0.08
H -2.5669 0.8942 -0.5588 -0.452 -0.517 0.033 0.13
H 0.0586 0.6657 0.8905 1.000 -0.401 0.914 0.10
H 0.7294 -0.2882 -1.0497 0.478 -0.142 -0.789 0.08
H -0.7421 0.0412 -1.8251 -0.743 -0.739 -0.945 0.15
H 0.3227 1.2347 -1.6186 0.277 0.186 -0.083 0.17
H -2.2227 -0.2047 2.2038 0.410 0.239 -0.178 0.11
H -3.6189 0.0114 1.3261 0.782 0.694 0.127 0.12
C 3.0135 -0.6337 0.1538 0.399 0.768 -0.123 -0.06
N 2.2221 -1.1240 -0.7161 0.597 -0.649 0.374 0.00
H 3.3302 0.4355 0.0455 -0.688 -0.746 0.305 0.09
H 3.4664 -1.1528 1.0180 -0.067 -0.168 -0.717 0.09
H 2.1731 -2.1584 -0.6718 -0.293 0.668 0.402 0.09
```
Positions in Å, forces in eV/Å.

DFT (wB97M-V/def2-TZVPD) results for a cluster of 2 separate species, C3H10N3O in total.

Results
E_LUMO = 4.1 eV
total charge = -1
HOMO = -3.0 eV

```
17
Properties=species:S:1:pos:R:3:forces:R:3:lowdin_charge:R:1
N -0.3782 -0.6483 3.3704 0.085 -0.349 0.522 -0.05
C 0.4721 -0.6938 2.1459 -0.250 -0.228 -0.311 -0.61
O 0.5059 0.4250 1.4236 0.087 0.093 0.057 -0.33
H -0.1967 0.2351 3.8356 0.013 0.095 -0.115 0.02
H -1.3582 -0.6374 3.1176 -0.004 0.187 -0.234 0.02
H 1.4636 -1.0424 2.5111 0.117 0.138 0.078 0.07
H 0.0608 -1.5884 1.5973 0.030 0.091 -0.004 0.07
C -0.1719 -0.1891 -1.7945 -0.213 0.309 0.419 -0.24
C 0.1453 1.0995 -1.9386 0.023 0.099 0.003 -0.25
N 0.4941 1.9377 -0.8785 -0.170 -0.319 -0.095 0.01
N -0.6900 -0.9807 -2.8720 0.153 0.134 -0.365 -0.03
H -0.1433 -0.5798 -0.7775 0.119 -0.194 -0.103 0.08
H 0.0354 1.5762 -2.9129 0.186 -0.085 -0.049 0.09
H 1.2522 2.5654 -1.0923 0.036 0.007 -0.022 0.05
H 0.6320 1.3981 0.0011 -0.081 0.151 0.031 0.02
H -1.6943 -0.9284 -2.9666 -0.071 -0.053 0.155 0.04
H -0.4286 -1.9488 -2.7696 -0.061 -0.076 0.033 0.04
```
Positions in Å, forces in eV/Å.

no.,strongest force on any atom (eV/Å)
1,2.91
2,0.63